157
Properties=species:S:1:pos:R:3:mulliken_charge:R:1 method="wB97M-V/def2-TZVPD" gap_ha=0.320 homo_ev=-8.4
C 13.2545 11.3772 10.5651 -0.100
O 12.6311 10.1065 10.5171 -0.371
C 12.8619 9.4033 9.2659 -0.782
C 14.3939 8.9569 9.0281 0.924
C 14.5477 8.1755 7.7678 -1.716
N 14.9993 8.2738 10.1275 -0.561
H 12.8233 11.9907 9.7740 0.502
H 14.3314 11.4456 10.4109 0.036
H 13.0984 11.8404 11.5393 -0.234
H 12.2065 8.5351 9.3364 0.318
H 12.4178 9.9993 8.4686 0.363
H 14.9097 9.9061 8.8828 -0.114
H 14.0247 7.2192 7.7617 0.366
H 15.5766 7.8226 7.6982 0.425
H 14.2649 8.6730 6.8402 0.384
H 14.9687 8.7080 11.0389 0.422
H 14.3917 7.4687 10.1799 0.301
C 16.1833 17.6219 19.8463 -0.656
O 16.5198 16.4253 19.1995 -0.420
C 15.4813 15.9033 18.3660 -0.333
C 16.0044 14.6730 17.6790 -0.443
N 17.0951 15.0308 16.7407 0.072
C 17.7008 13.8164 16.1250 1.523
C 18.5242 12.9584 17.1497 -0.940
O 19.7285 13.6798 17.3963 -0.309
C 20.4434 13.1080 18.4783 -0.890
H 16.9671 17.9670 20.5205 0.260
H 15.2760 17.5151 20.4409 0.291
H 16.0488 18.3944 19.0892 0.186
H 15.1126 16.5756 17.5913 -0.169
H 14.6512 15.7079 19.0448 0.636
H 15.1297 14.3588 17.1095 -0.155
H 16.2713 13.9054 18.4054 0.428
H 17.8044 15.5407 17.2477 0.457
H 18.3635 14.1024 15.3082 -1.070
H 16.9106 13.2113 15.6804 -0.461
H 18.6914 11.9357 16.8118 0.649
H 17.9018 12.8531 18.0384 0.462
H 19.8393 13.1116 19.3855 0.335
H 21.3651 13.6146 18.7644 0.258
H 20.6301 12.0515 18.2860 0.338
C 8.5350 12.1198 16.5286 -0.868
O 9.7133 12.8742 16.1891 -0.224
C 9.7707 12.9340 14.7622 -1.295
C 11.0950 13.6133 14.3752 0.266
N 11.0342 15.0403 14.4715 0.087
C 10.9990 15.6021 15.8034 -1.284
C 12.4597 15.4855 16.4589 0.479
O 12.5850 15.6225 17.8756 -0.423
C 12.0996 16.7953 18.4613 -0.793
H 7.5697 12.5375 16.2425 0.324
H 8.4642 11.9408 17.6015 0.268
H 8.5840 11.1153 16.1083 0.330
H 8.9457 13.4853 14.3110 0.384
H 9.7654 11.9151 14.3751 0.586
H 11.2956 13.4090 13.3234 0.268
H 11.9201 13.1544 14.9198 0.063
H 11.9302 15.2382 14.0494 -0.194
H 10.2434 15.0794 16.3899 0.380
H 10.8085 16.6738 15.8618 0.410
H 13.0435 16.2374 15.9278 0.124
H 12.9044 14.5007 16.3155 -0.007
H 12.7272 17.6586 18.2397 0.193
H 12.1671 16.5467 19.5204 0.304
H 11.0879 17.0652 18.1586 0.389
C 11.7036 15.6988 10.4303 -0.858
O 13.0920 15.8956 10.2145 0.078
C 13.4119 16.2285 8.8690 -1.209
C 14.9509 16.4582 8.6983 0.185
N 15.6493 15.2316 8.8065 -0.329
C 17.0801 15.4090 8.7213 0.173
C 17.8003 14.0206 8.7907 -1.195
O 17.4383 13.2881 10.0234 0.208
C 17.6022 11.8681 9.8792 -0.692
H 11.4141 14.9334 9.7102 0.449
H 11.1573 16.6143 10.2038 0.372
H 11.5343 15.3461 11.4477 -0.048
H 12.8596 17.1198 8.5712 0.499
H 13.0561 15.4827 8.1581 0.352
H 15.3466 17.1624 9.4301 -0.283
H 15.1075 16.8464 7.6919 0.534
H 15.5027 14.9081 9.7520 0.033
H 17.4259 16.0387 9.5410 -0.511
H 17.3237 15.9855 7.8289 0.654
H 18.8690 14.2066 8.8976 0.391
H 17.5857 13.3968 7.9230 0.585
H 18.6359 11.5255 9.8319 0.295
H 16.9516 11.5388 9.0691 0.253
H 17.2930 11.3715 10.7989 0.007
C 17.0347 18.7303 15.8157 -0.690
O 16.2100 18.9419 14.6494 -0.460
C 14.8941 18.3357 14.8594 0.378
C 13.9865 18.5728 13.7085 -0.042
N 13.4327 19.9259 13.7147 -0.336
C 12.8419 20.2390 12.4107 -0.804
C 11.6814 19.3759 11.9587 0.346
O 10.5699 19.3418 12.8881 -0.397
C 9.5799 18.4509 12.5372 -0.501
H 16.5598 19.2632 16.6395 0.364
H 17.9774 19.2458 15.6323 0.328
H 17.2474 17.6694 15.9476 0.099
H 14.3513 18.6032 15.7660 0.326
H 15.0661 17.2711 15.0180 -0.748
H 13.2368 17.7857 13.6275 0.263
H 14.5516 18.2959 12.8185 0.003
H 12.7609 19.8691 14.4667 0.395
H 13.6875 20.1173 11.7338 0.221
H 12.6582 21.3120 12.3554 0.354
H 11.9823 18.3770 11.6427 -0.374
H 11.2270 19.7403 11.0374 0.595
H 9.0636 18.7091 11.6126 0.322
H 8.8832 18.3013 13.3621 0.266
H 9.9975 17.4518 12.4131 0.041
C 16.9700 20.6002 9.9139 -0.698
O 17.5940 20.0276 10.9934 -0.408
C 17.9280 18.7036 10.8200 0.055
C 18.7749 18.2904 12.0614 -0.635
N 18.9570 16.8051 11.9858 -0.036
C 19.5945 16.2397 13.1367 -0.148
C 19.9053 14.8324 12.7167 -0.450
O 21.2328 14.7423 12.1868 -0.491
C 21.7225 13.4144 11.8516 -0.672
H 16.7620 21.6575 10.0783 0.263
H 16.0434 20.0547 9.7352 0.195
H 17.5612 20.5017 9.0035 0.347
H 18.5441 18.4967 9.9449 0.432
H 16.9374 18.2519 10.8736 -0.254
H 18.1972 18.5527 12.9478 -0.074
H 19.7570 18.7625 12.0326 0.482
H 19.5035 16.5533 11.1746 0.271
H 18.9519 16.2584 14.0170 -0.181
H 20.4803 16.8006 13.4346 0.634
H 19.1843 14.3011 12.0955 -0.045
H 19.9450 14.1821 13.5906 0.521
H 21.0760 13.0011 11.0775 0.189
H 22.0241 12.8776 12.7510 0.289
H 22.7091 13.6503 11.4526 0.288
O 15.4116 9.5808 12.7757 -0.590
C 15.2818 10.7082 13.5861 0.607
C 15.4814 10.1364 15.0074 -0.744
O 15.2598 11.1032 15.9635 -0.385
H 16.3058 9.2313 12.7716 0.315
H 16.0494 11.4011 13.2414 0.013
H 14.3222 11.2249 13.5978 -0.219
H 16.4714 9.6817 14.9705 0.454
H 14.8007 9.3008 15.1703 0.254
H 15.9976 11.1127 16.5777 0.206
O 13.7278 15.3117 13.1134 1.549
C 14.6818 14.3530 13.3711 -0.327
C 16.0586 14.9996 13.2613 0.463
O 16.2883 15.3399 11.9346 1.052
H 13.7986 15.5912 12.1977 -0.654
H 14.4987 13.8156 14.3015 0.070
H 14.7419 13.5373 12.6506 -0.394
H 16.8658 14.2979 13.4717 0.382
H 16.0737 15.9427 13.8075 -0.853
H 17.0877 15.8715 11.9350 -0.947

=====

106
Properties=species:S:1:pos:R:3:mulliken_charge:R:1 method="wB97M-V/def2-TZVPD" charge=+1 gap_ha="0.228 / 0.128" homo_ev="-9.8 / -9.8" multiplicity=2
Cd 1.2773 -1.4670 -0.7669 2.382
C 0.8719 1.8268 -2.9716 -1.564
C 1.4114 1.8807 -1.5884 0.695
C 1.5043 2.9675 -0.7067 -1.812
C 2.1628 2.4685 0.3966 -0.350
N 2.4470 1.1768 0.1627 2.067
N 1.9730 0.8178 -1.0328 -0.995
B 3.2336 0.1849 1.0425 -0.468
N 4.0071 -0.7662 0.0921 1.370
C 5.3337 -0.9875 0.0397 -0.203
C 5.6032 -1.7611 -1.0666 -1.475
C 4.3580 -1.9746 -1.6710 0.290
C 4.0370 -2.6625 -2.9483 -1.256
N 3.4219 -1.3717 -0.9491 -0.433
N 2.2124 -0.5507 1.9196 1.144
C 2.0435 -0.5403 3.2524 0.229
C 0.9271 -1.2913 3.5509 -1.843
C 0.4486 -1.7359 2.3118 0.080
C -0.7296 -2.6002 2.0376 -1.171
N 1.2276 -1.2577 1.3483 -0.015
N 4.2613 0.9301 1.8732 0.698
C 5.0879 1.9174 1.4499 -0.325
C 6.0622 2.0961 2.4008 -1.258
C 5.7597 1.1505 3.4020 0.709
C 6.4912 0.8581 4.6584 -1.319
N 4.6837 0.4740 3.0540 -1.309
H 0.2138 2.6695 -3.1611 0.346
H 1.6989 1.8632 -3.6828 0.393
H 0.3363 0.8916 -3.1314 0.203
H 1.1558 3.9691 -0.8639 0.656
H 2.4468 2.9523 1.3096 0.734
H 6.0159 -0.5927 0.7672 0.459
H 6.5548 -2.1231 -1.3990 0.504
H 4.7872 -3.4103 -3.1894 0.367
H 3.0568 -3.1298 -2.8825 0.085
H 4.0043 -1.9320 -3.7584 0.263
H 2.7247 -0.0266 3.9017 0.658
H 0.5133 -1.4942 4.5178 0.494
H -0.7582 -3.4307 2.7408 0.440
H -1.6537 -2.0308 2.1514 0.222
H -0.6780 -2.9961 1.0226 -0.066
H 4.9358 2.4078 0.5089 0.540
H 6.8680 2.8017 2.3966 0.447
H 6.9843 1.7504 5.0335 0.376
H 5.8014 0.4721 5.4036 0.348
H 7.2495 0.0970 4.4751 0.233
F -1.9789 5.2011 -0.2643 -0.374
C -2.6594 4.0264 -0.2873 0.379
C -1.9304 2.8640 -0.3093 -0.593
C -2.5724 1.6379 -0.4561 0.411
C -1.7537 0.4138 -0.5268 0.271
O -0.5814 0.4062 -0.1823 -0.500
C -2.5020 -0.7109 -1.0363 -0.194
C -3.8516 -0.6869 -1.0980 -0.222
N -4.6031 0.4007 -0.7763 0.208
C -6.0292 0.2877 -0.6681 -0.432
C -6.6515 0.4852 0.6882 -0.408
C -6.6097 -0.8783 0.0723 -0.947
C -3.9745 1.6023 -0.5576 -0.340
C -4.6959 2.7961 -0.4238 -0.834
C -4.0634 4.0237 -0.2945 -0.588
N -4.8485 5.1846 -0.1305 0.245
C -4.2271 6.3649 0.4285 -0.630
C -5.2961 7.2501 1.0608 -1.035
N -6.2992 7.6151 0.0274 -0.105
C -6.9213 6.3840 -0.5247 -0.748
C -5.8284 5.5139 -1.1430 -0.574
C -1.7217 -1.9687 -1.5368 0.398
O -2.3568 -3.0062 -1.4837 -0.379
O -0.5846 -1.6982 -1.9531 -0.475
H -0.8529 2.8834 -0.2278 0.744
H -4.3883 -1.5682 -1.4196 0.783
H -6.5648 0.6638 -1.5349 0.497
H -7.5981 1.0007 0.7429 0.315
H -5.9914 0.6899 1.5183 0.239
H -7.5277 -1.3035 -0.3014 0.261
H -5.9273 -1.6012 0.4901 0.340
H -5.7722 2.7634 -0.4100 0.782
H -3.6704 6.9517 -0.3194 0.412
H -3.5324 6.0648 1.2141 0.500
H -4.8360 8.1508 1.4662 0.439
H -5.8114 6.7150 1.8590 0.382
H -5.8199 8.1150 -0.7336 0.398
H -7.0094 8.2403 0.4239 0.361
H -7.6670 6.6532 -1.2719 0.408
H -7.4050 5.8607 0.3005 0.370
H -5.3774 6.0566 -1.9919 0.222
H -6.2763 4.6019 -1.5364 0.417
O 2.3400 -3.6241 0.6197 -0.684
C 2.0384 -4.1053 -0.4676 0.201
O 1.4142 -3.5651 -1.4014 -0.821
C 2.4922 -5.5445 -0.7470 0.371
C 2.2198 -6.1164 -1.9806 -0.458
C 2.6284 -7.4186 -2.2340 -0.270
C 3.3044 -8.1600 -1.2802 -0.274
C 3.5747 -7.5651 -0.0575 -0.300
C 3.1800 -6.2618 0.2201 -0.298
N 4.2947 -8.3266 0.9505 1.066
O 4.4190 -7.8267 2.0426 -0.619
O 4.7202 -9.4080 0.6220 -0.622
N 2.3485 -8.0117 -3.5309 1.046
O 2.5357 -9.1989 -3.6477 -0.616
O 1.9551 -7.2740 -4.4022 -0.612
H 1.6916 -5.5554 -2.7350 0.614
H 3.6239 -9.1701 -1.4913 0.596
H 3.4076 -5.8071 1.1723 0.708

=====

50
Properties=species:S:1:pos:R:3:mulliken_charge:R:1 method="wB97M-V/def2-TZVPD" charge=-1 gap_ha=0.318 homo_ev=-6.8
O 3.3832 4.6625 0.9272 -0.599
H 2.9618 4.4082 0.1049 0.272
H 2.9764 4.3693 1.6752 0.381
O -2.1951 0.1832 0.9962 -0.552
H -2.5782 0.5313 0.1924 0.369
H -1.4816 0.8609 1.2786 0.144
O 0.5903 -2.0176 -0.1305 -0.732
H -0.3276 -2.2622 -0.3309 0.556
H 0.9324 -1.2057 -0.2575 0.141
O 3.4855 -4.0774 -2.5460 -0.588
H 3.1444 -3.2533 -2.4641 0.279
H 2.8006 -4.5838 -2.8301 0.304
O -1.9044 -2.3612 -0.1832 -0.777
H -2.1913 -1.6249 -0.7107 0.497
O -1.9026 4.2259 -1.5263 -0.609
H 2.2682 1.0643 0.1657 0.302
H -2.5746 3.6667 -1.7228 0.318
O -3.8687 1.9687 -1.5192 -0.578
H -1.4363 -2.3243 2.8572 0.329
H -4.5778 2.0970 -0.8862 0.256
O 1.6273 -2.7962 2.1594 -0.533
H 2.2930 -3.1488 1.7528 0.211
H -2.0092 -3.0734 -0.7648 0.258
O -0.8723 -2.3672 3.6324 -0.626
H -3.7270 1.0974 -1.8983 0.316
H -0.0811 -2.0395 3.7728 0.265
O 5.0561 2.1820 2.1229 -0.582
H 5.2420 2.0489 1.2836 0.265
H 4.1651 2.1764 2.2919 0.320
O -2.5969 -0.4856 -1.6582 -1.221
H -2.2029 -0.1287 -2.4374 0.224
H -3.1107 1.5942 2.6087 0.398
O -1.7089 -4.3514 -2.1510 -0.754
H -1.7776 -4.8775 -2.9912 0.262
H -1.9163 -3.4053 -2.6531 0.459
O -2.8672 2.6028 2.7252 -0.638
H -1.9428 2.5403 2.1690 0.315
H -2.2249 4.9205 -1.0014 0.286
O 3.1667 0.4565 -2.2680 -0.625
H 3.5667 1.2574 -2.1757 0.284
H 3.9522 -0.1938 -2.1129 0.334
O 2.0359 1.0224 0.9843 -0.574
H 1.2907 0.3776 0.9897 0.261
H 1.1538 -2.4772 1.4729 0.450
O -2.8803 -2.3848 -3.6005 -0.749
H -2.7992 -1.7472 -2.6144 0.536
H -3.6123 -2.6138 -4.0902 0.205
O 1.5952 3.5071 2.5423 -0.725
H 1.1396 3.1858 3.4782 0.347
H 1.5343 3.0064 1.7923 0.317

=====

16
Properties=species:S:1:pos:R:3:mulliken_charge:R:1 method="wB97M-V/def2-TZVPD" charge=-1 gap_ha="0.103 / 0.433" homo_ev="1.6 / -7.3" multiplicity=2
C 1.2565 2.2217 -0.3139 -2.324
C 1.6263 0.7351 -0.5351 -2.505
H 1.9184 2.7029 0.4189 0.661
H 1.4338 2.7266 -1.2544 0.520
H 0.2572 2.4392 0.0661 0.691
H 0.7836 0.2356 -0.9875 0.095
H 2.0483 0.3709 0.4098 1.006
H 2.4928 0.5583 -1.1783 0.428
C -1.9980 -1.1369 0.8480 -2.259
C -0.9042 -1.8233 0.0031 1.023
H -1.5780 -0.3237 1.4244 0.884
H -2.8843 -0.9053 0.2314 0.456
H -2.5595 -1.9177 1.3819 0.563
H -0.2530 -1.0103 -0.2910 -1.140
H -1.3037 -2.5093 -0.7387 0.442
H -0.2088 -2.4067 0.6292 0.457

=====

Calculated energy (eV), listed in the same order as above: -80637.9839; -87891.7489; -35340.3104; -4340.2055
Calculated energy above the lowest of the compared OMol25 structures with the same formula, charge and spin (kcal per mole), listed in the same order as above: 0.0; 64.7; 164.3; 19.2